[1]
13
Properties=species:S:1:pos:R:3 method="wB97M-V/def2-TZVPD" e_tot_ev=-27855.8313 homo_energy_ev=-8.9999 gap_ev=8.1 relative_energy_kcal_mol=75.31
H -1.83 -0.47 -2.30
N -1.85 -0.70 -1.18
C -0.90 0.00 -0.49
C -1.27 0.15 0.98
N 0.21 0.52 -0.98
S 1.36 1.11 -0.10
C 2.28 -0.31 0.46
S 3.72 0.02 1.30
H -0.77 1.23 1.08
H -0.72 -0.65 1.71
H -2.28 0.11 1.40
H 0.32 0.23 -2.02
H 1.74 -1.23 0.15



[2]
93
Properties=species:S:1:pos:R:3 method="wB97M-V/def2-TZVPD" total_charge=+3 e_tot_ev=-237722.6616 homo_energy_ev="-13.9070 / -14.8622" gap_ev="5.1 / 3.6" s_squared=8.86 multiplicity=6
Pd -0.38 -0.73 -1.19
O -3.73 -4.69 -3.50
C -4.36 -3.50 -3.30
C -5.70 -3.41 -3.62
C -6.36 -2.18 -3.46
C -5.77 -1.17 -2.72
C -4.46 -1.28 -2.35
C -3.72 -2.42 -2.71
C -2.26 -2.53 -2.33
O -2.10 -1.80 -1.16
N -1.43 -2.05 -3.45
N -0.49 -1.20 -3.17
C 0.31 -0.65 -4.07
C 1.42 0.12 -3.69
Br 1.59 0.50 -1.76
C 2.27 0.42 -4.74
C 3.36 1.32 -4.82
C 4.48 0.80 -5.54
C 5.55 1.60 -5.77
C 5.59 2.89 -5.27
C 4.54 3.36 -4.47
C 3.44 2.55 -4.21
H -4.34 -5.41 -3.76
H -6.19 -4.24 -4.07
H -7.37 -2.07 -3.87
H -6.32 -0.23 -2.47
H -3.98 -0.51 -1.74
H -2.05 -3.60 -2.19
H -1.33 -2.59 -4.31
H 0.13 -0.90 -5.14
H 2.28 -0.28 -5.60
H 4.46 -0.23 -5.90
H 6.36 1.19 -6.39
H 6.48 3.48 -5.39
H 4.48 4.36 -4.04
H 2.70 2.90 -3.46
C 1.61 4.21 1.10
N 2.62 3.47 1.85
C 3.49 4.23 2.79
C 4.89 3.63 2.84
C 4.76 2.14 3.12
N 3.78 1.48 2.29
C 3.95 0.07 2.04
C 2.66 2.09 1.75
O 1.83 1.40 1.12
H 1.95 5.26 1.06
H 0.67 4.22 1.63
H 1.51 3.84 0.07
H 2.97 4.21 3.75
H 3.45 5.25 2.44
H 5.53 4.08 3.62
H 5.41 3.83 1.89
H 4.44 1.91 4.13
H 5.75 1.64 3.01
H 5.00 -0.13 2.03
H 3.51 -0.12 1.06
H 3.42 -0.50 2.80
C -2.11 -4.31 1.04
Ge -0.77 -3.15 1.93
C -1.03 -3.41 3.90
C 1.03 -3.82 1.56
Ge -0.76 -0.69 1.26
C -0.42 0.54 2.96
C 0.26 -0.04 4.01
C 0.20 0.55 5.27
C -0.47 1.74 5.45
C -1.01 2.40 4.37
C -0.95 1.84 3.12
C -2.60 -0.14 1.12
C -3.57 -0.85 1.83
C -4.94 -0.51 1.70
C -5.30 0.53 0.86
C -4.32 1.33 0.29
C -2.96 1.02 0.42
H -2.15 -5.23 1.62
H -1.70 -4.54 0.03
H -3.11 -3.87 0.93
H -0.23 -3.11 4.56
H -1.22 -4.49 4.04
H -1.91 -2.85 4.22
H 1.14 -4.73 2.17
H 1.75 -3.06 1.85
H 1.11 -4.03 0.46
H 0.83 -0.98 3.88
H 0.55 0.02 6.16
H -0.55 2.13 6.46
H -1.54 3.35 4.51
H -1.35 2.46 2.27
H -3.35 -1.66 2.53
H -5.66 -1.12 2.22
H -6.34 0.76 0.62
H -4.62 2.12 -0.39
H -2.25 1.76 0.02



[3]
75
Properties=species:S:1:pos:R:3 method="wB97M-V/def2-TZVPD" e_tot_ev=-35262.1265 homo_energy_ev=-8.1659 gap_ev=8.1 relative_energy_kcal_mol=432.58
C -0.30 2.63 -2.55
C -0.23 3.41 -1.27
O -0.21 4.71 -1.31
N -0.27 2.76 0.08
H -1.16 2.89 0.58
H -0.45 1.72 0.07
C 0.67 3.30 1.07
H 0.75 1.90 -2.59
H -0.19 3.32 -3.42
H -1.27 2.13 -2.46
H 0.34 2.88 1.87
H 0.87 4.41 0.98
H 1.62 2.94 0.77
O -0.37 0.20 -0.30
H -0.34 0.04 -1.19
C 0.59 -1.41 3.70
C -0.37 -0.56 2.85
C -1.55 -0.06 3.67
O 0.43 0.33 2.37
H 1.52 -1.52 3.16
H 0.36 -2.48 3.79
H 0.87 -0.98 4.46
H -0.72 -1.10 2.04
H -2.39 -0.71 3.94
H -2.05 0.71 2.82
H -1.09 0.59 4.45
H 0.30 0.08 1.39
C 1.99 -1.22 -2.63
C 2.76 -1.35 -1.38
C 4.29 -1.65 -1.58
O 2.53 -0.10 -0.80
H 2.15 -0.45 -3.21
H 1.06 -1.11 -2.37
H 2.08 -1.92 -3.41
H 2.52 -2.11 -0.50
H 4.86 -1.35 -0.91
H 4.51 -1.27 -2.57
H 4.28 -2.71 -1.73
H 1.59 -0.18 -0.75
C 3.04 3.26 0.97
C 2.57 1.94 0.87
C 3.58 0.87 1.01
O 1.60 1.81 1.83
H 3.44 3.51 2.01
H 2.46 3.98 0.57
H 3.94 3.42 0.37
H 2.20 1.60 -0.08
H 4.23 0.72 1.78
H 4.21 0.98 0.14
H 3.13 -0.18 1.02
H 1.03 1.24 1.76
C -2.64 -4.42 -0.44
C -1.58 -3.30 0.01
C -0.19 -3.89 0.37
O -1.38 -2.33 -1.13
H -2.14 -5.32 -0.92
H -3.40 -4.22 -1.13
H -2.83 -4.91 0.48
H -2.00 -2.84 0.76
H 0.60 -3.20 0.62
H 0.29 -4.35 -0.49
H -0.39 -4.42 1.29
H -1.18 -1.60 -0.77
C -4.44 -0.54 -0.59
C -3.60 0.40 -1.57
C -4.56 1.18 -2.48
O -2.98 1.39 -0.85
H -5.03 0.05 0.08
H -3.69 -0.94 -0.02
H -4.88 -1.27 -1.34
H -2.85 -0.06 -2.41
H -4.02 2.03 -2.96
H -5.46 1.55 -2.02
H -4.81 0.27 -3.32
H -2.26 0.88 -0.56